No. 1
Entry from the Open Molecules 2025 dataset: 9 unconnected molecules or ions with the total composition C20H42Cl16O2 in a non-equilibrium geometry (ωB97M-V/def2-TZVPD).

Values from the calculation:
Electronic energy ... -225875.8490 eV
Structure (SMILES) ... COCCOC.ClCCCl.ClCCCl.ClCCCl.ClCCCl.ClCCCl.ClCCCl.ClCCCl.ClCCCl
HOMO-LUMO gap ... 10.5 eV
Relative energy (zero: lowest compared OMol25 entry of this formula, charge and spin) ... 0.0 kcal/mol
LUMO energy ... 0.506 eV

The geometry in XYZ format:
```
80
Properties=species:S:1:pos:R:3:lowdin_charge:R:1
C 2.49 3.02 -0.86 -0.0817
O 2.86 2.78 0.49 -0.2041
C 2.92 3.97 1.24 -0.2631
C 3.67 3.94 2.56 -0.2157
O 4.98 3.47 2.42 -0.1725
C 5.64 3.25 3.63 -0.1330
H 3.11 3.83 -1.26 0.0949
H 1.41 3.22 -0.85 0.0909
H 2.59 2.11 -1.45 0.0382
H 1.93 4.36 1.51 0.0214
H 3.39 4.75 0.62 0.1238
H 3.11 3.37 3.31 0.1110
H 3.67 5.02 2.80 0.1337
H 5.17 2.62 4.40 0.0874
H 5.92 4.21 4.10 0.0898
H 6.61 2.81 3.40 0.0886
Cl 3.52 -0.28 -5.82 0.5485
C 3.51 -1.05 -4.21 -0.7110
C 4.07 -0.11 -3.17 -0.6809
Cl 4.24 -0.94 -1.59 0.5575
H 4.13 -1.94 -4.28 0.0665
H 2.51 -1.42 -3.97 0.0077
H 3.44 0.78 -3.14 0.0272
H 5.05 0.26 -3.47 0.0670
Cl -2.91 -0.54 5.21 0.5363
C -1.80 -1.26 3.98 -0.6700
C -1.82 -2.77 4.02 -0.6613
Cl -0.68 -3.44 2.83 0.5646
H -0.79 -0.90 4.18 0.0350
H -2.11 -0.92 3.00 0.0011
H -2.76 -3.25 3.74 0.0559
H -1.59 -3.19 5.00 0.0710
Cl 1.75 0.44 3.38 0.6183
C 3.11 0.24 2.25 -0.6310
C 3.74 -1.12 2.37 -0.6024
Cl 2.70 -2.34 1.54 0.5094
H 3.81 0.97 2.65 0.0543
H 2.82 0.63 1.28 0.0482
H 3.74 -1.46 3.40 0.0588
H 4.71 -1.18 1.88 0.0703
Cl -3.82 1.27 -2.62 0.5847
C -4.61 -0.23 -3.12 -0.6921
C -6.13 -0.17 -2.88 -0.6256
Cl -6.47 -0.43 -1.17 0.5965
H -4.16 -1.07 -2.60 0.0115
H -4.39 -0.32 -4.18 0.0483
H -6.58 -1.03 -3.37 0.0696
H -6.50 0.80 -3.21 0.0673
Cl 1.05 -3.30 -5.61 0.5702
C -0.65 -2.75 -5.50 -0.6554
C -1.52 -3.71 -4.74 -0.6549
Cl -3.15 -2.97 -4.61 0.5660
H -1.01 -2.57 -6.51 0.0704
H -0.62 -1.83 -4.91 0.0498
H -1.23 -3.96 -3.72 0.0265
H -1.59 -4.70 -5.21 0.0754
Cl -1.18 -2.29 -1.54 0.6036
C -1.06 -0.67 -0.79 -0.6990
C 0.28 0.01 -0.88 -0.6206
Cl 0.67 0.38 -2.57 0.6270
H -1.41 -0.82 0.23 0.0167
H -1.82 -0.06 -1.27 -0.0065
H 1.10 -0.59 -0.49 0.0424
H 0.40 0.95 -0.32 0.0491
Cl -4.47 -1.11 1.79 0.5822
C -3.81 -2.14 0.47 -0.6913
C -4.77 -3.29 0.20 -0.6500
Cl -4.26 -4.06 -1.34 0.5525
H -2.83 -2.51 0.76 0.0285
H -3.75 -1.45 -0.37 0.0091
H -5.80 -2.95 0.17 0.0396
H -4.73 -4.02 1.01 0.0723
Cl -0.06 3.73 2.37 0.6329
C -1.04 2.49 3.22 -0.6235
C -2.38 2.36 2.49 -0.6262
Cl -2.19 1.64 0.88 0.6404
H -1.05 2.75 4.27 0.0796
H -0.45 1.59 3.02 -0.0327
H -2.87 3.33 2.42 0.0696
H -3.01 1.73 3.12 0.0454
```

No. 2
Entry from the Open Molecules 2025 dataset: 2 unconnected molecules or ions with the total composition C6H15NO in a non-equilibrium geometry (ωB97M-V/def2-TZVPD).

Values from the calculation:
Electronic energy ... -10001.0785 eV
Structure (SMILES) ... C=C(CCC)NC.O
HOMO-LUMO gap ... 8.0 eV
Relative energy (zero: lowest compared OMol25 entry of this formula, charge and spin) ... 61.8 kcal/mol
LUMO energy ... 0.734 eV

The geometry in XYZ format:
```
23
Properties=species:S:1:pos:R:3:lowdin_charge:R:1
C 0.45 -1.34 1.44 -0.0236
C -0.09 -1.00 0.24 -0.3708
C 0.91 -0.82 -0.91 -0.1532
C 1.95 0.26 -0.63 -0.2487
C 1.50 1.62 -1.29 -0.1044
N -1.44 -0.81 0.16 -0.0384
C -2.18 -0.21 -0.98 -0.0699
H -0.01 -1.56 2.40 0.0356
H 1.45 -1.76 1.60 0.0512
H 1.33 -1.83 -0.87 0.1153
H 0.45 -0.44 -1.82 0.0906
H 2.88 -0.06 -1.10 0.1011
H 2.19 0.61 0.38 0.0947
H 0.43 1.77 -1.17 0.0653
H 2.02 2.43 -0.77 0.0620
H 1.87 1.69 -2.30 0.0630
H -1.84 -0.49 1.03 0.0735
H -2.68 0.66 -0.57 0.0730
H -3.04 -0.86 -1.16 0.0726
H -1.58 -0.12 -1.87 0.0677
O -1.90 0.55 2.68 -0.0551
H -1.56 1.39 2.31 0.0689
H -1.13 0.30 3.19 0.0297
```

No. 3
Entry from the Open Molecules 2025 dataset: a molecular structure, C44H40F4N6O2PSSn in a non-equilibrium geometry (ωB97M-V/def2-TZVPD).

Values from the calculation:
Electronic energy ... -96130.7196 eV
HOMO-LUMO gap (alpha / beta) ... 5.4 / 5.4 eV
Relative energy (zero: lowest compared OMol25 entry of this formula, charge and spin) ... 26.6 kcal/mol
LUMO energy (alpha / beta) ... -3.544 / -3.546 eV
Total charge ... +1

The geometry in XYZ format:
```
99
Properties=species:S:1:pos:R:3:lowdin_charge:R:1
Sn 0.18 0.38 0.78 1.1548
C 2.70 -3.75 0.32 -0.0628
C 1.59 -2.82 0.80 -0.2827
N 1.90 -1.81 1.80 -0.2480
C 1.86 -2.27 3.18 -0.2246
C 2.94 -3.25 3.65 -0.0668
C 3.06 -0.98 1.48 -0.2130
C 3.08 0.32 2.29 -0.2353
N 1.76 0.89 2.40 -0.1424
C 1.47 1.59 3.52 -0.2147
C 0.14 1.68 3.96 -0.1651
F -0.80 0.98 3.27 -0.0319
C -0.24 2.37 5.09 -0.2210
F -1.54 2.40 5.43 0.0900
C 0.70 3.02 5.88 0.0606
C 2.02 2.93 5.49 -0.2178
F 2.96 3.52 6.25 0.0952
C 2.41 2.26 4.35 -0.1368
F 3.72 2.30 4.01 0.0731
H 2.28 -4.43 -0.42 0.0672
H 3.11 -4.34 1.13 0.0574
H 3.50 -3.19 -0.15 0.0709
H 0.76 -3.40 1.20 0.1146
H 1.21 -2.29 -0.09 0.0508
H 0.87 -2.71 3.33 0.1062
H 1.90 -1.37 3.81 0.1086
H 2.81 -4.23 3.21 0.0589
H 2.86 -3.35 4.73 0.0766
H 3.93 -2.88 3.42 0.0715
H 2.99 -0.71 0.42 0.0919
H 4.02 -1.49 1.62 0.1219
H 3.78 1.01 1.81 0.1208
H 3.47 0.10 3.29 0.1171
H 0.41 3.56 6.77 0.1315
S -1.35 2.39 0.54 0.5650
C -0.66 3.20 -0.86 -0.8095
N -1.34 4.24 -1.28 0.0514
N -0.85 5.17 -2.06 0.0372
C 0.47 5.59 -2.21 -0.2508
C 1.38 5.50 -1.16 -0.0302
C 2.65 6.03 -1.30 -0.0653
C 3.02 6.65 -2.49 -0.0805
C 2.11 6.74 -3.54 -0.0796
C 0.84 6.22 -3.40 -0.0282
N 0.39 2.77 -1.54 0.0256
N 0.87 1.60 -1.31 -0.0675
C 1.77 1.15 -2.27 -0.2675
C 2.30 1.98 -3.26 -0.0050
C 3.16 1.47 -4.21 -0.0673
C 3.52 0.13 -4.19 -0.0742
C 3.01 -0.70 -3.20 -0.0881
C 2.14 -0.20 -2.25 -0.0650
H -1.57 5.74 -2.49 0.1609
H 1.07 5.05 -0.23 0.1140
H 3.34 5.98 -0.48 0.1107
H 4.01 7.06 -2.60 0.1054
H 2.39 7.24 -4.45 0.1072
H 0.12 6.30 -4.21 0.1118
H 2.02 3.03 -3.27 0.1007
H 3.57 2.12 -4.97 0.1085
H 4.22 -0.26 -4.92 0.1066
H 3.29 -1.74 -3.18 0.1068
H 1.73 -0.85 -1.49 0.0492
O -1.86 -2.32 3.07 0.2082
C -2.50 -2.43 2.08 -0.3774
O -2.05 -1.74 0.89 -0.2280
C -3.71 -3.16 1.76 -0.1255
C -4.51 -3.86 2.67 0.0356
C -5.62 -4.53 2.19 -0.0252
C -5.94 -4.52 0.83 -0.0300
C -5.17 -3.80 -0.08 -0.0327
C -4.06 -3.13 0.40 -0.2005
P -2.89 -2.05 -0.42 1.0532
C -1.78 -2.89 -1.56 -0.2689
C -1.68 -4.28 -1.55 -0.0580
C -0.78 -4.90 -2.40 -0.0515
C 0.02 -4.14 -3.24 -0.0390
C -0.07 -2.76 -3.24 -0.0502
C -0.97 -2.12 -2.40 -0.0823
C -3.57 -0.51 -1.05 -0.2783
C -3.96 0.45 -0.13 -0.1040
C -4.50 1.64 -0.58 -0.0764
C -4.66 1.85 -1.94 -0.0394
C -4.29 0.88 -2.86 -0.0514
C -3.74 -0.31 -2.42 -0.0738
H -4.26 -3.87 3.72 0.1366
H -6.26 -5.06 2.87 0.1199
H -6.81 -5.06 0.48 0.1201
H -5.43 -3.77 -1.12 0.1227
H -2.31 -4.86 -0.89 0.1124
H -0.71 -5.98 -2.39 0.1157
H 0.72 -4.62 -3.90 0.1177
H 0.55 -2.17 -3.89 0.1084
H -1.06 -1.04 -2.38 0.1087
H -3.82 0.28 0.93 0.1156
H -4.76 2.41 0.12 0.1181
H -5.09 2.78 -2.29 0.1166
H -4.42 1.04 -3.92 0.1145
H -3.45 -1.08 -3.12 0.1093
```

No. 4
Entry from the Open Molecules 2025 dataset: 2 unconnected molecules or ions with the total composition C28H50BN7O6P in a non-equilibrium geometry (ωB97M-V/def2-TZVPD).

Values from the calculation:
Electronic energy ... -62507.5027 eV
HOMO-LUMO gap ... 5.4 eV
LUMO energy ... -4.053 eV
Total charge ... +1

The geometry in XYZ format:
```
93
Properties=species:S:1:pos:R:3:lowdin_charge:R:1
C 3.24 -1.49 4.97 -0.1073
C 4.18 -1.31 3.67 -0.1323
B 3.27 -0.84 2.39 -0.4052
O 3.08 0.53 2.07 0.1365
N 2.67 -1.99 1.57 0.1916
C 1.44 -2.48 1.82 -0.1003
N 0.71 -1.86 2.93 -0.0656
C 0.10 -2.85 3.86 -0.0342
C -0.24 -0.81 2.47 -0.1470
O -0.08 0.43 3.26 -0.0576
C -0.75 1.43 2.44 -0.3728
C -2.26 1.82 2.91 0.0154
O -0.19 2.00 1.46 0.0649
N 1.00 -3.62 0.99 -0.1329
O 1.38 -4.83 1.50 -0.0019
C -0.44 -3.55 0.63 -0.0652
C -0.79 -2.47 -0.53 -0.3173
C 0.45 -2.13 -1.49 -0.0272
O -1.88 -3.02 -1.31 -0.1584
C -3.16 -2.50 -0.87 -0.1654
C -3.74 -3.27 0.43 -0.1433
C -4.31 -2.53 1.69 -0.0426
C -4.83 -3.30 2.95 -0.0728
C -4.80 -4.88 3.04 -0.0636
C -4.26 -5.62 1.77 -0.0632
C -3.75 -4.84 0.51 -0.0317
C 3.56 -2.54 0.51 -0.2012
C 3.88 -1.74 -0.76 0.0160
C 4.84 -2.20 -1.91 0.0123
C 5.41 -3.64 -1.63 -0.0045
C 4.98 -4.29 -0.31 -0.0964
N 4.14 -3.82 0.73 0.1013
H 3.82 -1.40 5.94 0.0916
H 2.80 -2.56 4.95 0.0758
H 2.36 -0.77 4.88 0.0740
H 5.10 -0.65 3.83 0.1132
H 4.58 -2.37 3.41 0.1092
H 3.67 1.09 2.64 0.1352
H 0.71 -3.83 3.81 0.1080
H -1.02 -3.01 3.67 0.1032
H 0.25 -2.43 4.93 0.1206
H -1.34 -1.11 2.59 0.1511
H 0.05 -0.52 1.40 0.1416
H -2.38 2.95 2.94 0.1004
H -2.95 1.31 2.13 0.0952
H -2.46 1.37 3.95 0.0969
H 0.73 -5.17 2.16 0.1208
H -0.72 -4.58 0.19 0.1616
H -1.16 -3.37 1.50 0.1102
H -1.16 -1.49 -0.06 0.1230
H 1.27 -2.94 -1.50 0.0845
H 0.97 -1.17 -1.12 0.0759
H 0.15 -1.97 -2.59 0.1027
H -3.91 -2.74 -1.71 0.1471
H -3.19 -1.35 -0.75 0.1332
H -4.36 -1.38 1.73 0.0834
H -5.25 -2.77 3.88 0.0852
H -5.17 -5.44 3.98 0.0952
H -4.24 -6.78 1.80 0.0925
H -3.34 -5.37 -0.43 0.1074
H 3.41 -0.70 -0.86 0.1114
H 5.08 -1.59 -2.84 0.1058
H 6.11 -4.16 -2.39 0.1096
H 5.41 -5.35 -0.13 0.1190
O -2.49 3.77 -3.96 -0.2888
P -1.04 4.25 -3.78 0.7769
N -0.95 3.72 -2.15 -0.3197
C -0.31 4.37 -1.02 -0.1302
C -0.75 2.28 -2.03 -0.1502
N -1.52 5.92 -3.89 -0.3504
C -2.13 6.60 -2.76 -0.1325
C -2.34 6.20 -5.08 -0.1479
N 0.67 4.79 -3.66 -0.3060
C 1.12 6.16 -3.46 -0.1304
C 1.42 4.21 -4.79 -0.1556
H 0.79 4.27 -1.05 0.0822
H -0.65 3.93 -0.08 0.0634
H -0.56 5.42 -0.94 0.0524
H 0.30 2.01 -2.23 0.0726
H -1.37 1.73 -2.75 0.0688
H -1.03 1.91 -1.04 0.0575
H -2.90 6.00 -2.28 0.0887
H -2.58 7.55 -3.06 0.0848
H -1.38 6.89 -2.02 0.0487
H -3.39 5.92 -4.92 0.0778
H -1.97 5.64 -5.95 0.0723
H -2.31 7.26 -5.34 0.0809
H 0.85 6.82 -4.28 0.0879
H 2.22 6.17 -3.37 0.0905
H 0.76 6.57 -2.52 0.0636
H 1.15 4.69 -5.74 0.0799
H 1.20 3.14 -4.88 0.0726
H 2.50 4.30 -4.64 0.0777
```

No. 5
Entry from the Open Molecules 2025 dataset: 2 unconnected molecules or ions with the total composition C3H7INO in a non-equilibrium geometry (ωB97M-V/def2-TZVPD).

Values from the calculation:
Electronic energy ... -14850.7843 eV
HOMO-LUMO gap (alpha / beta) ... 7.3 / 7.2 eV
Relative energy (zero: lowest compared OMol25 entry of this formula, charge and spin) ... 106.4 kcal/mol
LUMO energy (alpha / beta) ... -5.579 / -5.584 eV
Total charge ... +1

The geometry in XYZ format:
```
13
Properties=species:S:1:pos:R:3:lowdin_charge:R:1
C -1.51 0.96 0.37 -0.0523
C -1.59 -0.12 -0.74 -0.0011
C 1.86 -0.42 -0.20 -0.1138
N -0.93 -0.30 0.56 -0.0329
O 2.78 -0.18 0.52 -0.5096
I 4.90 0.02 0.10 0.8350
H -0.81 1.74 0.24 0.1080
H -2.16 1.02 1.27 0.1579
H -2.58 -0.65 -0.79 0.1430
H -0.94 -0.15 -1.58 0.1075
H 0.18 -0.37 0.36 0.0935
H 1.96 -0.49 -1.31 0.0785
H -1.16 -1.07 1.19 0.1863
```

No. 6
Entry from the Open Molecules 2025 dataset: a molecular structure, C37H72NO24 in a non-equilibrium geometry (ωB97M-V/def2-TZVPD).

Values from the calculation:
Electronic energy ... -90105.4025 eV
HOMO-LUMO gap ... 5.7 eV
LUMO energy ... -2.853 eV
Total charge ... +1

The geometry in XYZ format:
```
134
Properties=species:S:1:pos:R:3:lowdin_charge:R:1
C -1.02 1.10 -1.92 -0.0469
C -1.28 0.21 -0.66 -0.1468
C -0.35 -1.14 -0.63 -0.0179
C 1.09 -0.98 -0.01 -0.1166
C 1.45 0.45 0.44 -0.0158
C 0.39 1.25 1.22 -0.2458
N -1.04 0.94 0.72 0.0989
O -2.18 1.07 1.45 -0.0002
C 0.51 2.80 1.15 -0.0847
C 0.55 0.91 2.75 -0.0885
C -2.77 -0.14 -0.74 -0.0755
H -1.42 2.09 -1.73 0.0699
H -1.65 0.83 -2.77 0.0978
H 0.00 1.15 -2.31 0.0970
H -0.40 -1.80 -1.50 0.0450
H -0.82 -1.78 0.11 0.0778
H 1.71 -1.26 -0.86 -0.0027
H 1.44 -1.58 0.83 0.0340
H 1.69 1.04 -0.45 0.0833
H 2.36 0.37 1.04 0.1375
H 1.47 3.13 1.56 0.1090
H -0.17 3.33 1.82 0.1114
H 0.24 3.22 0.18 0.0174
H -0.11 1.43 3.44 0.0982
H 1.46 1.36 3.14 0.1325
H 0.51 -0.15 2.97 0.0446
H -3.26 -0.80 -0.03 0.0797
H -2.83 -0.60 -1.73 -0.0110
H -3.40 0.76 -0.78 0.0629
C 0.65 -0.51 -4.00 -0.0673
C 0.10 -1.57 -4.86 -0.1434
O -1.19 -1.76 -4.46 0.1203
C -1.31 -1.21 -3.21 -0.5328
O -2.21 -1.58 -2.45 -0.0453
O -0.27 -0.57 -2.90 -0.0849
H 0.76 0.48 -4.44 0.1661
H 1.63 -0.74 -3.58 0.1147
H 0.68 -2.49 -4.78 0.1181
H -0.10 -1.38 -5.91 0.1533
C -3.21 2.23 5.01 -0.1042
C -2.09 3.20 4.67 -0.0576
O -1.88 2.80 3.35 0.1059
C -2.87 2.17 2.82 -0.4389
O -3.11 2.18 1.63 0.1425
O -3.69 1.74 3.81 0.1562
H -3.95 2.43 5.79 0.1494
H -2.80 1.36 5.52 0.1360
H -1.19 2.90 5.21 0.1093
H -2.24 4.26 4.82 0.1510
C 3.99 3.16 -2.19 -0.1702
C 4.65 1.99 -1.55 -0.1141
O 3.60 1.10 -1.41 0.0128
C 2.53 1.42 -2.19 -0.4374
O 1.59 0.67 -2.54 -0.0399
O 2.77 2.63 -2.69 0.0454
H 4.55 3.46 -3.07 0.1608
H 4.02 3.98 -1.48 0.1025
H 4.91 2.39 -0.57 0.1526
H 5.64 1.82 -1.97 0.1534
C 3.08 -1.37 -1.97 -0.1049
C 4.62 -1.24 -1.95 -0.0640
O 4.92 -1.44 -0.61 0.1255
C 3.86 -1.83 0.07 -0.3413
O 3.83 -2.26 1.30 0.0544
O 2.77 -1.77 -0.68 -0.0500
H 2.64 -2.09 -2.67 0.1305
H 2.69 -0.37 -2.18 0.0717
H 5.03 -0.26 -2.17 0.1205
H 4.96 -2.10 -2.52 0.1475
C 2.66 -3.27 2.74 -0.1354
C 1.40 -2.53 2.18 -0.1058
O 1.48 -1.29 2.77 -0.0206
C 2.69 -1.09 3.31 -0.5878
O 3.17 -0.06 3.68 0.1707
O 3.33 -2.26 3.37 0.0740
H 3.27 -3.82 2.02 0.1372
H 2.28 -3.92 3.53 0.1363
H 0.51 -3.05 2.55 0.1468
H 1.46 -2.53 1.09 0.0681
C -2.06 -4.18 1.70 -0.1517
C -2.80 -3.61 0.57 -0.1664
O -2.26 -2.34 0.58 -0.0415
C -1.82 -2.03 1.82 -0.4515
O -1.37 -0.93 2.19 0.1646
O -1.71 -3.13 2.53 0.1222
H -1.26 -4.83 1.33 0.1299
H -2.84 -4.83 2.09 0.1427
H -3.87 -3.71 0.73 0.1500
H -2.51 -4.19 -0.31 0.1373
C 2.32 5.14 -1.60 -0.0343
C 1.89 3.77 -1.04 -0.2518
O 1.10 4.02 0.08 -0.1337
H 3.18 5.57 -1.10 0.0958
H 1.43 5.77 -1.55 0.1025
H 2.65 5.11 -2.64 0.0841
H 2.82 3.28 -0.76 0.1006
H 1.19 3.17 -1.61 0.1454
H 1.70 4.41 0.72 0.1257
C -4.27 -2.04 -1.52 -0.0451
C -4.04 -1.25 -2.82 -0.3080
O -5.16 -1.51 -3.67 -0.0634
H -4.52 -1.44 -0.64 0.0873
H -3.47 -2.70 -1.20 0.0523
H -5.09 -2.75 -1.64 0.0987
H -3.24 -1.44 -3.53 0.1219
H -4.14 -0.24 -2.41 0.0964
H -5.71 -0.72 -3.58 0.0754
C 0.57 -3.38 -2.29 -0.0583
C 0.10 -4.56 -1.52 -0.2570
O 0.13 -4.00 -0.30 -0.0501
H 0.67 -3.72 -3.32 0.0985
H 1.57 -3.07 -2.00 0.0776
H -0.04 -2.48 -2.25 0.0421
H 0.94 -5.24 -1.69 0.1292
H -0.87 -4.97 -1.80 0.1396
H 1.01 -3.75 0.00 0.0952
C 0.85 -0.05 4.79 -0.1201
C 0.91 1.10 5.72 -0.3035
O 0.66 0.78 7.05 -0.0356
H 0.55 0.17 3.77 -0.1141
H 0.12 -0.77 5.17 0.1219
H 1.75 -0.61 4.57 0.0658
H 0.15 1.79 5.36 0.0743
H 1.87 1.58 5.56 0.1334
H -0.28 0.85 7.21 0.0773
C -2.68 2.63 -3.02 -0.0930
C -3.77 2.45 -1.96 -0.2466
O -3.27 2.64 -0.65 -0.1171
H -2.33 3.66 -3.13 0.0946
H -3.05 2.38 -4.02 0.0911
H -1.88 1.90 -2.87 -0.0466
H -4.18 1.44 -1.85 0.0865
H -4.47 3.26 -2.17 0.1184
H -3.93 2.40 0.00 0.0791
```